Entry 1:
2 unconnected molecules or ions with the total composition CBrIN4 at a distorted geometry. Source: the Open Molecules 2025 dataset; level of theory: ωB97M-V/def2-TZVPD.

Summary:
orbital gap: 0.3095 Eh
energy above the lowest of the compared OMol25 structures with the same formula, charge and spin: 132.4 kJ/mol
E_tot: -85136.4950 eV
E_HOMO: -9.63 eV

Geometry (Å):
C1 -1.488 1.047 -0.379
N1 -2.114 0.232 -0.910
N2 0.507 -0.231 0.375
N3 0.677 -2.575 0.400
N4 0.609 -1.442 0.454
Br1 -0.542 2.519 0.114
I1 2.351 0.450 -0.054

=====

Entry 2:
A single C5H8O molecule. Source: the Open Molecules 2025 dataset; level of theory: ωB97M-V/def2-TZVPD.

Summary:
orbital gap: 0.3411 Eh
energy above the lowest of the compared OMol25 structures with the same formula, charge and spin: 368.2 kJ/mol
E_tot: -7358.4395 eV
E_HOMO: -8.40 eV

Geometry (Å):
O1 -1.304 1.883 -0.346
C1 -1.539 0.838 0.400
C2 -1.204 -0.470 -0.295
C3 0.214 -0.906 0.086
C4 1.361 -0.027 -0.320
C5 0.916 -0.045 1.109
H1 -0.952 1.678 -1.243
H2 0.298 0.771 1.508
H3 -1.298 -0.377 -1.392
H4 -1.922 -1.228 0.046
H5 0.393 -1.979 0.059
H6 1.142 0.830 -0.956
H7 2.324 -0.491 -0.517
H8 1.571 -0.476 1.860

=====

> Look up the energy above the lowest of the compared OMol25 structures with the same formula, charge and spin of the second one.

368.2 kJ/mol

=====

> Look up the orbital gap of the second one.

0.3411 Eh

=====

> What is the E_tot in the first record?

-85136.4950 eV